1.
ORCA calculation (wB97M-V/def2-TZVPD) on a cluster of 6 separate species, C40H85BBrN2O16 in total at a distorted geometry.

Structure (XYZ):
```
145
Properties=species:S:1:pos:R:3:mulliken_charge:R:1
Br -1.034 -2.719 -1.668 0.04
O 3.052 -6.179 0.192 -0.31
O 5.725 -7.167 0.974 -0.38
O -1.748 0.705 6.997 -0.39
O -0.327 -2.407 1.452 -0.47
O 4.308 4.229 2.828 -0.25
O 1.503 2.032 1.815 -0.55
O -7.038 -0.701 -1.269 -0.38
O -0.786 -8.743 -2.514 -0.43
O 5.232 7.030 2.646 -0.38
O 3.735 0.865 1.971 -0.56
O -5.444 3.507 4.888 -0.38
O -5.863 6.373 4.304 -0.37
O -0.315 -0.311 2.366 -0.28
O -1.162 -5.859 -3.041 -0.33
O -1.569 1.334 -6.362 -0.39
O -4.757 0.304 -2.857 -0.34
N 2.253 4.109 -4.953 -0.66
N 2.330 -0.122 -2.626 0.16
C -1.297 -0.457 -4.700 0.23
C 3.961 4.460 4.188 -0.87
C 0.123 -7.717 -2.121 -0.52
C 3.571 2.852 -2.510 -0.24
C -2.985 1.416 6.716 -0.45
C 1.245 -1.061 -2.712 0.13
C -4.079 0.601 -1.645 -0.56
C 3.957 1.578 -1.556 -1.13
C 0.017 -1.199 1.292 -0.14
C -0.609 -6.407 -1.843 -0.14
C 3.760 5.216 1.955 -0.19
C 5.045 -7.518 -0.228 -0.60
C 0.263 -0.582 -5.073 0.17
C 4.817 6.235 1.539 -0.72
C -5.301 5.860 5.509 -0.68
C -0.875 2.605 -6.486 -0.38
C 1.095 0.328 4.435 -0.48
C -6.748 -1.082 -2.613 -0.75
C -7.524 0.632 -1.179 -0.65
C 0.487 -0.830 3.508 -0.32
C -0.775 -8.967 -3.917 -0.68
C -5.431 3.254 3.490 -0.69
C 5.139 -7.767 2.122 -0.71
C 4.142 -6.385 -0.705 -0.43
C 4.189 2.701 -3.991 -0.89
C 6.489 6.619 3.167 -0.69
C 0.497 0.168 5.947 -0.75
C -7.259 6.123 4.209 -0.70
C -4.550 4.556 5.257 -0.17
C 2.740 0.565 -1.401 -0.29
C 1.993 0.266 -0.050 -0.05
C 0.456 -1.413 -1.418 -0.22
C 3.057 2.855 -5.151 0.00
C 3.253 -5.054 1.037 -0.73
C -0.822 1.125 5.973 -0.21
C 0.950 -1.714 -4.159 -1.06
C -1.869 1.043 -4.964 -0.48
C 0.809 -0.783 -0.017 1.38
C -5.249 -1.036 -2.888 -0.24
C -2.561 -6.088 -3.143 -0.86
B 2.466 1.063 1.318 0.82
H -4.657 0.295 -0.770 0.45
H 4.054 3.792 -2.044 0.31
H -6.071 5.726 6.276 0.36
H 2.908 4.207 4.349 0.30
H -7.298 -0.456 -3.324 0.37
H -7.501 5.080 4.430 0.30
H -1.435 -0.646 -3.582 -0.42
H -3.007 0.984 -4.801 0.24
H 5.563 -7.294 3.009 0.25
H -1.628 -9.600 -4.168 0.25
H -7.523 0.924 -0.126 0.20
H -3.771 4.691 4.499 0.33
H -0.082 -1.645 4.095 0.40
H 5.813 -7.696 -0.988 0.40
H 4.713 -5.460 -0.844 0.32
H -2.875 -5.842 -4.159 0.26
H -0.451 2.204 6.082 0.25
H -2.833 2.499 7.072 0.23
H 5.378 -8.834 2.145 0.34
H 0.872 1.391 4.091 0.24
H 2.498 -5.080 1.825 0.27
H -3.095 -5.437 -2.443 0.33
H 1.393 -1.383 3.044 0.30
H -6.896 1.333 -1.734 0.29
H 4.139 5.497 4.482 0.40
H 2.428 3.001 -2.503 0.20
H 2.235 0.161 4.521 0.33
H -4.063 4.246 6.187 0.18
H 0.759 0.422 -4.771 -0.37
H 4.476 -8.445 -0.101 0.32
H 3.656 2.957 -6.133 0.40
H -2.818 -7.131 -2.943 0.38
H 4.576 3.811 4.814 0.26
H -7.801 6.780 4.895 0.33
H -5.531 4.175 2.909 0.37
H 0.479 -0.727 -6.183 0.49
H -1.258 1.046 4.901 0.11
H -4.702 -1.671 -2.184 0.24
H -1.615 3.473 -6.570 0.31
H -8.551 0.679 -1.554 0.34
H -1.852 -1.236 -5.347 0.41
H 6.642 7.121 4.124 0.25
H 4.770 1.009 -2.155 0.50
H 3.127 -4.132 0.460 0.20
H -3.922 1.681 -1.597 0.33
H -1.406 1.792 -4.230 0.28
H 0.603 -8.054 -1.197 0.27
H 6.528 5.538 3.331 0.27
H 4.455 1.889 -0.580 0.28
H 0.144 -9.489 -4.202 0.33
H 4.693 1.689 -4.191 0.37
H 1.984 -1.964 -4.610 0.43
H 4.242 -5.067 1.502 0.40
H 4.377 6.917 0.805 0.40
H -4.504 2.740 3.214 0.24
H -0.302 2.556 -7.487 0.25
H 4.054 -7.632 2.142 0.29
H 0.906 -7.578 -2.875 0.36
H 0.759 2.117 1.169 0.28
H 1.526 3.968 -4.238 0.27
H -1.383 -6.545 -1.081 0.35
H 0.113 -5.677 -1.462 0.13
H 1.761 4.242 -5.854 0.29
H 0.382 -2.700 -4.100 0.23
H 7.290 6.918 2.483 0.33
H 5.019 3.498 -4.095 0.40
H 4.108 1.792 2.086 0.29
H -7.096 -2.112 -2.733 0.39
H -4.590 6.608 5.873 0.38
H 1.260 0.521 6.719 0.33
H -5.067 -1.418 -3.898 0.38
H 2.421 1.893 -5.136 -0.19
H 5.675 5.742 1.068 0.35
H -0.094 2.754 -5.653 -0.06
H 3.410 4.691 1.060 0.17
H -6.275 2.602 3.254 0.25
H -0.858 -8.033 -4.479 0.27
H 3.711 -6.662 -1.672 0.37
H 2.855 0.080 -3.502 0.30
H -3.259 1.472 5.608 0.18
H 0.236 -0.928 6.193 0.31
H -3.816 0.867 7.284 0.30
H -3.104 0.104 -1.636 -0.04
H -7.578 6.344 3.188 0.24
H 2.899 5.710 2.414 0.38
```

Its charge is +1. For the largest force on an atom, the calculation gives 5.35 eV/A. As for the lowest unoccupied orbital energy: -5.0 eV.

=====

2.
ORCA calculation (wB97M-V/def2-TZVPD) on a cluster of 10 separate species, C40H86BN4O17 in total at a distorted geometry.

Structure (XYZ):
```
148
Properties=species:S:1:pos:R:3:mulliken_charge:R:1
O 3.864 34.010 13.060 -0.24
O 8.658 32.025 12.885 -0.31
O 4.109 24.428 12.993 -0.70
O 4.182 28.902 14.508 -0.62
O 4.470 29.980 12.522 -0.23
O 6.200 30.581 10.914 -0.07
O 4.202 29.873 10.063 -0.34
O 1.735 28.240 15.483 -0.66
O 4.057 26.644 16.436 -0.60
O 6.794 31.981 9.294 -0.44
O 4.253 30.953 8.003 -0.97
O 10.998 25.984 9.342 -0.49
O 5.648 28.259 11.395 -0.89
O 7.895 25.497 14.230 -0.66
O 3.966 33.115 6.236 -0.70
O 5.590 26.731 13.098 -0.73
O 5.036 31.251 16.385 -0.73
N 2.841 34.750 12.537 0.18
N 9.376 33.224 12.884 0.02
N 10.282 26.896 8.578 0.24
N 3.475 34.316 6.712 1.29
C 4.709 30.678 9.118 0.49
C 1.605 36.956 12.319 -1.23
C 2.945 36.291 12.589 1.81
C 2.691 33.690 10.241 0.89
C 8.565 29.227 8.063 1.02
C 1.463 32.623 12.195 -2.38
C 8.107 27.767 7.766 -1.74
C 1.971 33.936 11.580 1.59
C 11.387 34.501 11.941 -1.27
C 9.300 35.735 12.660 -1.49
C 10.924 28.242 8.630 1.93
C 8.347 26.712 10.116 -1.75
C 4.105 36.632 11.674 -1.35
C 10.484 35.728 11.705 -0.68
C 8.441 25.407 8.085 -2.30
C 0.877 36.272 11.159 -0.10
C 4.546 35.299 6.769 1.65
C 7.635 34.530 13.892 -2.29
C 1.564 35.863 6.951 -0.65
C 5.344 27.824 12.620 0.32
C 0.672 34.740 11.356 -1.17
C 8.829 26.703 8.670 2.33
C 10.349 32.624 10.595 -1.37
C 2.126 34.538 6.219 1.37
C 7.507 34.280 11.482 0.02
C 5.170 35.606 5.396 -2.03
C 11.501 32.270 12.920 -2.16
C 11.050 28.835 10.002 -1.56
C 10.056 29.235 7.761 -1.76
C 5.754 34.890 7.680 -1.93
C 12.335 28.061 7.914 -2.07
C 6.045 31.166 9.760 1.04
C 1.078 33.434 6.666 -1.67
C 2.138 34.735 4.714 -1.87
C 2.584 36.996 6.825 -1.03
C 4.523 28.952 13.324 -0.39
C 3.917 36.607 7.385 -0.58
C 8.462 34.433 12.635 2.54
C 3.276 36.685 14.008 -1.92
C 10.598 33.127 12.078 2.13
B 5.105 29.663 11.240 0.82
H 5.027 36.420 12.216 0.06
H 9.719 36.023 13.624 0.45
H 1.577 36.391 10.332 -0.28
H 12.327 27.484 6.990 0.44
H 5.635 34.744 4.917 0.41
H 6.351 35.796 7.777 0.42
H 13.098 27.613 8.551 0.38
H 7.909 27.564 6.714 0.39
H 8.330 29.384 9.116 -0.79
H 12.155 34.457 11.168 0.41
H 10.019 29.007 6.695 0.45
H 8.793 25.419 13.910 0.27
H 3.695 33.271 10.178 -1.02
H 4.585 36.110 4.627 0.33
H 1.374 35.731 8.016 -0.18
H 8.403 31.965 11.961 0.09
H 4.254 36.274 14.256 0.24
H 4.880 26.582 15.951 0.31
H 4.279 33.727 12.242 0.29
H 1.112 34.925 4.399 0.42
H 1.727 37.998 12.023 0.52
H 0.629 36.205 6.507 0.55
H 3.910 32.523 6.990 0.48
H 7.151 33.565 14.044 0.37
H 7.151 27.787 8.289 0.44
H 4.594 37.418 7.118 0.55
H 11.486 25.474 8.691 0.34
H 12.466 32.086 12.447 0.42
H 8.724 25.326 7.036 0.51
H 7.363 25.275 8.172 0.40
H 8.253 27.703 10.559 -0.10
H 10.314 30.286 7.890 0.51
H 11.165 36.577 11.777 0.47
H 2.050 32.913 9.824 0.76
H 6.593 34.845 11.662 -0.95
H 9.966 31.604 10.620 0.01
H -0.120 36.657 10.944 0.39
H 0.062 33.702 6.376 0.43
H 2.800 35.463 4.244 0.23
H 5.830 31.438 15.884 0.33
H 3.867 36.510 8.469 -0.19
H 3.887 25.750 16.735 0.25
H 4.886 24.985 13.033 0.40
H 3.374 25.033 13.093 0.31
H -0.061 34.672 12.159 0.42
H 2.441 33.880 4.109 0.36
H 9.019 26.127 10.745 0.40
H 6.849 35.284 13.857 0.28
H 6.075 36.213 5.433 0.47
H 10.050 35.699 10.705 0.31
H 11.096 31.273 13.095 0.33
H 11.853 34.784 12.885 0.40
H 7.460 26.062 13.591 0.33
H 4.155 36.054 10.751 0.10
H 8.041 29.998 7.498 0.60
H 0.698 32.056 11.664 0.36
H 2.538 27.969 15.927 0.34
H 7.345 26.293 10.203 0.59
H 1.262 32.426 6.292 0.40
H 11.638 32.707 13.909 0.47
H 10.084 28.951 10.492 0.12
H 2.140 37.860 7.320 0.49
H 3.412 37.756 14.160 0.37
H 2.263 31.930 12.455 0.35
H 0.255 34.495 10.379 0.35
H 12.645 29.077 7.669 0.43
H 0.931 36.926 13.175 0.32
H 4.594 30.564 15.886 0.39
H 8.825 24.533 8.612 0.41
H 2.511 36.321 14.695 0.51
H 2.761 37.309 5.796 0.38
H 4.086 37.719 11.586 0.56
H 7.848 34.522 10.475 0.15
H 11.606 28.173 10.665 0.41
H 2.854 34.662 9.775 -0.96
H 7.107 33.266 11.489 0.00
H 0.965 33.316 7.743 0.15
H 11.325 32.556 10.115 0.66
H 1.831 29.185 15.369 0.31
H 9.602 33.216 10.066 0.01
H 11.481 29.835 9.948 0.31
H 5.407 34.686 8.693 0.00
H 1.020 32.857 13.163 0.56
H 6.213 33.985 7.282 0.56
H 8.333 34.752 14.699 0.56
H 8.670 36.591 12.419 0.39
```

The expectation value of S² is 0.75. Its charge is -2. For the largest force on an atom, the calculation gives 6.27 eV/A. As for the lowest unoccupied orbital energy (spin up / spin down): 3.6 / 3.6 eV. The spin multiplicity is 2.

=====

> Which formula does entry 1 have?

C40H85BBrN2O16